Below is a molecular structure, C36H32Br2FN3OPS4SbSiTa, with properties calculated with ωB97M-V/def2-TZVPD.

The geometry in XYZ format:
```
83
Properties=species:S:1:pos:R:3:forces:R:3:lowdin_charge:R:1
Ta -1.189708 1.361079 -0.410769 0.2 0.1 -0.1 1.227
S -1.858783 6.374352 -1.159803 0.0 0.0 0.0 -0.228
Sb -1.688953 4.740821 0.383133 0.0 0.2 0.0 -0.148
S 0.235801 3.327736 -0.055718 -0.1 -0.1 0.1 -0.067
S -3.137869 2.899663 -0.148142 0.1 0.0 -0.1 0.008
S -1.758884 5.203832 2.603148 0.0 0.0 0.0 -0.201
Br -4.522639 -2.472396 0.068852 0.0 0.0 0.0 0.783
C -3.807704 -1.465013 1.493966 0.0 0.1 0.0 -0.613
C -4.133794 -1.809815 2.816053 0.0 0.0 0.0 -0.177
C -3.610582 -1.108302 3.864267 0.0 0.0 0.0 -0.625
Br -4.085170 -1.620048 5.631336 0.0 0.0 0.0 0.743
C -2.728186 -0.023283 3.652574 0.0 0.0 0.0 -0.184
C -2.140323 0.785109 4.657930 0.0 0.0 0.0 -0.020
C -1.297972 1.789537 4.298543 0.0 0.0 0.0 -0.033
C -0.990195 1.995683 2.935878 0.0 0.0 0.0 -0.196
N -1.518343 1.266560 1.988286 0.0 0.0 -0.1 -0.010
C -2.403127 0.288948 2.322573 0.0 0.0 0.1 -0.168
C -2.954000 -0.416949 1.214339 0.0 -0.1 0.0 -0.432
O -2.574911 -0.075379 0.011799 0.0 0.0 -0.1 -0.301
H -4.806000 -2.637296 2.994144 0.0 0.0 0.0 0.092
H -2.380980 0.600414 5.696142 0.0 0.0 0.0 0.081
H -0.855772 2.447389 5.032955 0.0 0.0 0.0 0.115
H -0.307908 2.776656 2.631840 0.0 0.0 0.0 0.026
C -3.720372 2.207531 -3.457092 0.0 0.0 0.0 -0.206
Si -1.886471 2.007949 -3.739788 -0.1 0.0 0.0 0.401
C -1.103507 3.683472 -3.959642 0.0 0.0 0.0 -0.172
C -1.690171 0.973641 -5.299654 0.0 0.0 0.0 -0.166
N -1.090772 1.088178 -2.429890 0.0 0.0 0.4 -0.244
C -0.089167 0.200812 -2.906352 -0.1 0.1 0.0 -0.361
C 1.064455 0.659391 -3.538818 0.0 -0.1 0.0 -0.067
C 2.021693 -0.218855 -4.030710 0.0 0.0 0.0 -0.103
C 1.852567 -1.586430 -3.886311 0.0 0.0 0.0 -0.096
C 0.714538 -2.072010 -3.251850 0.1 0.0 0.0 -0.021
C -0.226510 -1.182125 -2.779166 0.1 0.0 -0.1 -0.257
F -1.321107 -1.675567 -2.175131 0.0 0.0 0.0 0.063
H -4.194672 2.398354 -4.424773 0.0 0.0 0.0 0.027
H -3.932252 3.042981 -2.793501 0.0 0.0 0.0 -0.020
H -4.172150 1.311001 -3.027453 0.0 0.0 0.0 0.032
H -1.552255 4.186788 -4.821742 0.0 0.0 0.0 0.035
H -0.024287 3.644081 -4.119134 0.0 0.0 0.0 0.021
H -1.287431 4.313805 -3.084027 0.0 0.0 0.0 -0.033
H -2.321108 1.383056 -6.092505 0.0 0.0 0.0 0.028
H -2.007813 -0.056487 -5.116441 0.0 0.0 0.0 0.037
H -0.663000 0.945802 -5.664763 0.0 0.0 0.0 0.024
H 1.197881 1.729976 -3.633281 0.0 0.0 0.0 0.110
H 2.910373 0.169948 -4.512363 0.0 0.0 0.0 0.100
H 2.596005 -2.275304 -4.266825 0.0 0.0 0.0 0.096
H 0.539537 -3.132045 -3.120398 0.0 0.0 0.0 0.112
N 0.312160 0.259747 0.003725 0.0 -0.1 0.0 -0.373
P 1.311960 -0.701693 0.717275 0.0 0.0 0.0 0.840
C 1.534170 -0.338180 2.478405 0.0 -0.1 0.0 -0.273
C 1.985489 0.947640 2.781718 0.0 0.0 0.0 -0.088
C 2.215110 1.309376 4.097601 0.0 0.0 0.0 -0.076
C 1.983962 0.395412 5.118973 0.0 0.0 0.0 -0.087
C 1.525128 -0.878409 4.823340 0.0 0.0 0.0 -0.079
C 1.305956 -1.250827 3.501983 0.0 0.0 0.0 -0.068
C 2.989392 -0.546192 0.070509 0.0 0.0 0.0 -0.282
C 4.038450 -1.323221 0.562490 0.0 0.0 0.0 -0.092
C 5.321271 -1.135552 0.079305 0.0 0.0 0.0 -0.083
C 5.563518 -0.159515 -0.882990 0.0 0.0 0.0 -0.083
C 4.526323 0.628057 -1.354394 0.0 0.0 0.0 -0.067
C 3.235048 0.436219 -0.877980 0.0 0.0 0.0 -0.068
C 0.803501 -2.428677 0.569848 0.0 0.0 0.0 -0.271
C -0.454368 -2.761147 1.072821 0.0 0.0 0.0 -0.075
C -0.963832 -4.036477 0.901583 0.0 0.0 0.0 -0.063
C -0.218024 -4.990917 0.221716 0.0 0.0 0.0 -0.075
C 1.030088 -4.664847 -0.287852 0.0 0.0 0.0 -0.083
C 1.540720 -3.384538 -0.120051 0.0 0.0 0.0 -0.082
H 2.132474 1.669439 1.984190 0.0 0.0 0.0 0.100
H 2.557058 2.310447 4.327300 0.0 0.0 0.0 0.112
H 2.153532 0.683336 6.148937 0.0 0.0 0.0 0.103
H 1.334981 -1.586712 5.619626 0.0 0.0 0.0 0.103
H 0.958897 -2.250463 3.274348 0.0 0.0 0.0 0.099
H 3.851450 -2.068092 1.328385 0.0 0.0 0.0 0.113
H 6.135932 -1.740491 0.456480 0.0 0.0 0.0 0.100
H 6.569343 -0.010266 -1.255196 0.0 0.0 0.0 0.100
H 4.716201 1.397356 -2.091737 0.0 0.0 0.0 0.108
H 2.413309 1.048678 -1.226326 0.0 0.0 0.0 0.081
H -1.047339 -2.012757 1.584611 0.0 0.0 0.0 0.098
H -1.949022 -4.273976 1.281427 0.0 0.0 0.0 0.098
H -0.616782 -5.987257 0.078564 0.0 0.0 0.0 0.103
H 1.605282 -5.404310 -0.830711 0.0 0.0 0.0 0.102
H 2.500662 -3.128445 -0.549622 0.0 0.0 0.0 0.099
```
Positions in Å, forces in eV/Å.

Results
Kohn-Sham gap	0.2471	hartree
E	-9399.74325	Ha
energy relative to the best compared isomer or geometry (same formula, charge and spin)	0.0	kcal/mol
HOMO energy	-0.175	hartree
charge	-1



Below is a molecular structure, C11H19CaN2O5 at a distorted geometry, with properties calculated with ωB97M-V/def2-TZVPD.

The geometry in XYZ format:
```
38
Properties=species:S:1:pos:R:3:forces:R:3:lowdin_charge:R:1
Ca -0.490715 -0.963682 -0.710863 0.5 0.5 -0.6 1.616
C 2.184835 0.490452 -2.250405 0.0 -1.3 0.2 -0.015
O 0.713408 0.371218 -2.172737 0.5 0.0 -0.6 -0.384
C -0.098070 1.445106 -2.688505 -0.6 -0.1 0.5 -0.167
C -0.382868 2.382724 -1.504345 0.5 1.4 0.1 -0.161
O -0.996146 1.620446 -0.433996 -0.3 0.0 -0.8 -0.195
C -2.441224 1.634867 -0.586435 0.8 -0.4 -0.5 -0.153
C -3.033933 0.340452 -0.068999 -0.6 0.8 -0.2 -0.169
O -2.811692 -0.703723 -1.026083 0.0 -0.2 -0.1 -0.350
C -3.807910 -1.011832 -2.005982 -1.4 0.1 -0.1 -0.058
H 2.549538 -0.235413 -3.039431 -0.4 0.9 0.9 0.118
H 2.466154 1.496805 -2.481481 0.0 0.6 -0.4 0.082
H 2.630124 0.265281 -1.243216 -0.6 -0.1 -1.0 0.073
H 0.371290 1.971154 -3.537742 -0.1 -0.3 0.3 0.143
H -1.078558 0.970435 -3.030680 1.2 0.6 0.2 0.139
H 0.549939 2.890512 -1.115970 -0.8 -1.1 -0.3 0.153
H -1.009416 3.277222 -1.790703 0.2 -1.1 0.1 0.148
H -2.842434 2.531503 -0.138048 -0.2 0.2 0.4 0.140
H -2.629197 1.662752 -1.661500 -0.4 0.2 0.0 0.117
H -2.562221 0.002394 0.843627 0.0 0.0 0.3 0.112
H -4.093255 0.536405 0.115490 -0.1 -0.4 -0.1 0.148
H -4.731049 -1.563982 -1.572636 1.7 1.0 -0.5 0.135
H -4.143736 -0.110319 -2.583755 0.2 -0.5 0.8 0.107
H -3.301171 -1.641111 -2.732657 -0.2 -0.3 0.0 0.086
C 3.978555 -1.156380 3.219568 1.9 0.2 0.3 -0.055
N 2.612637 -1.030224 2.791737 -0.4 -0.7 -1.1 -0.060
C 1.607616 -1.536337 3.623992 1.8 1.1 -0.7 -0.031
C 0.357994 -1.671403 3.188211 -1.9 -0.8 0.3 0.010
C 0.120346 -1.328805 1.798824 0.4 0.0 1.6 -0.508
O -1.023778 -1.552646 1.276210 0.1 0.0 0.3 -0.212
N 1.094412 -0.762590 1.059862 -2.2 -0.8 -1.1 0.055
C 2.386767 -0.770072 1.394292 1.2 0.1 0.7 -0.491
O 3.276138 -0.547478 0.562126 -0.6 -0.3 1.7 0.027
H 4.578896 -0.319549 2.771865 -0.5 -1.0 0.3 0.109
H 4.471939 -2.160495 3.000094 -0.8 1.3 -0.1 0.121
H 4.026978 -1.022030 4.308871 -0.1 0.0 -0.3 0.087
H 2.002803 -1.713486 4.619574 -0.5 -0.2 0.0 0.134
H -0.502997 -2.088169 3.801829 1.4 0.7 -0.9 0.146
```
Positions in Å, forces in eV/Å.

Results
Kohn-Sham gap	0.3092	hartree
E	-1593.73469	Ha
HOMO energy	-0.424	hartree
charge	+1



Below is a molecular structure, C10H39MnN18O10 at a distorted geometry, with properties calculated with ωB97M-V/def2-TZVPD.

The geometry in XYZ format:
```
78
Properties=species:S:1:pos:R:3:forces:R:3:lowdin_charge:R:1
Mn 0.772985 -0.526866 0.321508 0.7 0.4 -1.3 0.831
C 2.254845 0.609009 -2.352647 -0.9 -1.2 0.6 -0.306
O 1.570416 0.715852 -1.160977 -0.4 1.1 0.8 -0.424
H 1.625643 0.032842 -3.031042 0.2 -0.8 -0.6 0.055
H 2.404033 1.496570 -2.967524 0.4 0.8 0.4 0.031
H 3.200567 0.106956 -2.148507 0.5 -0.1 -0.6 0.061
C 2.451623 -3.233274 -0.251912 -5.1 4.4 1.3 -0.676
O 1.919234 -2.187545 0.219212 1.2 -2.0 -0.8 -0.043
N 3.560563 -3.643582 0.142083 6.9 -2.2 2.0 0.209
N 1.871890 -4.086305 -1.051354 -1.6 -1.9 -2.5 0.206
H 3.926947 -4.454460 -0.335768 0.5 0.2 0.6 0.130
H 4.137930 -3.199387 0.841683 -0.3 0.2 -0.3 0.150
H 0.926460 -4.016685 -1.399790 0.3 0.3 0.0 0.080
H 2.453267 -4.847231 -1.372450 -0.7 0.0 -0.2 0.121
C 5.679068 0.747353 1.548523 0.9 -0.2 2.3 -0.784
O 5.728006 0.099481 2.584991 -0.2 -1.5 0.5 0.016
N 4.631377 1.331655 1.097746 -4.7 1.5 -0.8 0.194
N 6.713092 1.126465 0.848309 4.0 0.1 -1.7 0.161
H 4.702369 1.983705 0.329704 -0.7 -0.4 0.2 0.123
H 3.757519 1.098415 1.547271 -0.2 0.4 -0.6 0.088
H 7.550438 0.563545 0.893883 0.0 0.5 -0.1 0.122
H 6.576765 1.811199 0.118480 0.6 -0.5 0.0 0.111
C -0.821049 -2.430858 -1.858828 0.0 1.0 -0.5 -0.740
O -0.473572 -1.609721 -1.035207 -0.4 0.8 -0.3 0.034
N -1.111244 -3.642526 -1.581258 -0.8 -6.3 4.4 0.154
N -0.948914 -2.384910 -3.158740 0.7 4.0 -3.5 0.203
H -1.044906 -3.906138 -0.608525 -0.1 -0.3 -0.3 0.114
H -1.321814 -4.350277 -2.270342 -0.1 0.2 0.5 0.137
H -0.960580 -1.424779 -3.471980 -0.1 -0.2 -0.9 0.135
H -1.387766 -3.113556 -3.703318 0.0 0.7 0.2 0.128
C -0.934232 -2.504603 2.693874 2.8 1.6 -0.1 -0.750
O -0.294134 -1.761483 1.979371 0.3 0.8 -0.5 0.034
N -1.762773 -3.378388 2.288403 -4.7 -4.2 -3.2 0.194
N -0.725171 -2.635637 3.977887 0.9 0.9 4.1 0.184
H -1.826848 -3.648928 1.317422 -0.1 0.6 0.2 0.110
H -2.379316 -3.899391 2.895480 0.4 0.1 -0.1 0.125
H -0.040318 -2.038605 4.419050 -0.3 -0.1 0.0 0.119
H -1.329587 -3.193738 4.563810 0.4 0.2 -0.1 0.117
C -1.070513 1.850041 1.368344 0.3 0.8 0.5 -0.712
O -0.477055 0.892614 0.953447 -0.5 -0.7 -1.0 0.001
N -0.859964 3.115773 1.033353 0.7 0.7 -0.7 0.212
N -1.939132 1.783243 2.365354 -2.1 -1.0 2.3 0.176
H -1.485212 3.747795 1.512633 0.4 0.6 -1.2 0.117
H -0.400582 3.230124 0.141176 -0.1 0.8 0.0 0.114
H -2.078480 2.598824 2.944583 -0.3 -0.4 0.0 0.114
H -2.210447 0.875776 2.716064 0.3 0.3 0.1 0.116
C 2.016023 0.372389 3.227921 -2.8 0.2 -4.3 -0.790
O 1.859592 0.085724 2.022508 1.2 0.7 0.8 -0.036
N 1.361902 1.278175 3.831499 -4.6 4.7 -0.3 0.217
N 2.777016 -0.184451 4.013487 7.4 -5.7 3.9 0.221
H 0.810185 1.700259 3.098312 -0.9 0.9 1.1 0.112
H 1.276545 1.421804 4.827583 0.0 0.1 -0.6 0.138
H 3.014612 0.178041 4.925762 -0.1 0.1 -0.3 0.143
H 3.580055 -0.523048 3.503025 0.6 -0.8 0.4 0.117
C -4.486212 -1.540345 -0.657847 2.4 2.9 -3.9 -0.868
O -4.359107 -1.874313 -1.817819 0.5 -0.3 -1.8 0.038
N -5.121613 -2.203610 0.162378 -5.0 -7.0 4.6 0.169
N -4.065682 -0.452241 -0.104069 2.5 4.9 1.0 0.187
H -5.508873 -2.983962 -0.348673 -0.6 -0.6 1.1 0.136
H -5.291538 -1.969018 1.129945 -0.2 -0.3 -0.6 0.125
H -3.721331 0.311201 -0.668579 0.5 0.2 -0.1 0.061
H -4.140419 -0.289727 0.889973 0.0 0.0 -0.4 0.104
C 0.081356 3.581452 -3.619192 -3.1 -0.7 2.3 -0.805
O -0.680928 3.994723 -4.427572 -3.2 0.9 -3.3 0.055
N -0.351068 2.909941 -2.539821 -0.2 -1.4 1.6 0.183
N 1.263016 4.053502 -3.565378 6.3 1.5 -0.4 0.178
H -1.304235 2.578400 -2.499170 0.3 -0.4 -0.2 0.059
H 0.297137 2.401570 -1.955444 0.2 -0.5 0.1 0.061
H 2.036713 3.559347 -3.144288 -0.2 0.0 0.2 0.098
H 1.502334 4.584429 -4.390568 0.1 -0.1 0.1 0.127
C -3.832014 2.764888 -1.837263 0.3 -1.1 0.6 -0.780
O -3.075101 1.877205 -1.545446 1.9 -2.2 0.8 0.034
N -5.112922 2.747503 -1.636364 -4.6 -0.1 1.0 0.183
N -3.467788 3.876252 -2.378678 1.9 3.5 -2.1 0.197
H -5.558682 3.643658 -1.771597 -0.5 -0.5 0.3 0.114
H -5.586164 2.076673 -1.048032 0.3 0.0 -0.2 0.120
H -4.198481 4.439835 -2.789228 0.7 0.2 -0.2 0.125
H -2.545754 3.885377 -2.790833 -0.1 0.6 -0.3 0.086
```
Positions in Å, forces in eV/Å.

Results
Kohn-Sham gap (spin up / spin down)	0.2559 / 0.2651	hartree
2S+1	6
E	-3293.47586	Ha
HOMO energy (spin up / spin down)	-0.334 / -0.343	hartree
charge	+1